The following is a DFT calculation (wB97M-V/def2-TZVPD) of the molecule C4H8O.

Highest occupied orbital energy (Eh): -0.3756
Charge: 0
E (Eh): -232.40128
Gap between HOMO and LUMO (eV): 11.38
SMILES: CC[C@H]1CO1

Each line ends with the natural charge from an NBO analysis.
Cartesian coordinates (Å):
C 1.28250 0.75056 0.94112  -0.61
C 0.54673 0.50845 -0.37578  -0.42
C -0.28843 -0.75074 -0.34221  0.06
C -1.75142 -0.72756 -0.40582  -0.11
O -0.97451 -1.08210 -1.53953  -0.49
H 1.91477 1.64164 0.87936  0.21
H 0.58511 0.88863 1.77535  0.21
H 1.93244 -0.09857 1.18415  0.20
H 1.26971 0.41672 -1.19620  0.21
H -0.09594 1.36245 -0.62302  0.20
H 0.17879 -1.60917 0.14802  0.18
H -2.34032 -1.53510 0.02972  0.18
H -2.25944 0.23479 -0.47518  0.18

---

The following is a DFT calculation (wB97M-V/def2-TZVPD) of the molecule C4H8O in a non-equilibrium geometry.

Highest occupied orbital energy (Eh): -0.3657
Charge: 0
E (Eh): -232.38101
Gap between HOMO and LUMO (eV): 11.01
SMILES: C=CCCO

Each line ends with the natural charge from an NBO analysis.
Cartesian coordinates (Å):
C -2.28536 -0.36362 -0.03344  -0.40
C -1.01384 -0.22535 0.26753  -0.18
C 0.14584 0.74070 -0.20334  -0.47
C 1.57006 0.26117 0.32550  -0.06
O 1.89031 -0.99636 -0.17378  -0.70
H -2.85214 0.18420 -0.76637  0.19
H -2.86823 -1.27644 0.31431  0.20
H -0.61685 -0.99390 0.95530  0.20
H -0.11623 1.73141 0.05828  0.22
H 0.40967 0.71358 -1.21079  0.20
H 1.60479 0.22376 1.42649  0.17
H 2.46090 0.94868 0.13393  0.16
H 1.67107 -0.94784 -1.09361  0.46

---

The following is a DFT calculation (wB97M-V/def2-TZVPD) of the molecule C4H8O in a non-equilibrium geometry.

Highest occupied orbital energy (Eh): -0.3596
Charge: 0
E (Eh): -232.42534
Gap between HOMO and LUMO (eV): 10.70
SMILES: CC(C)C=O

Each line ends with the natural charge from an NBO analysis.
Cartesian coordinates (Å):
C -1.36773 0.39736 0.31219  -0.61
C 0.01796 0.10808 -0.35084  -0.33
C 0.63288 -1.32906 -0.16770  -0.61
C 1.02401 1.12842 0.09038  0.44
O 2.13480 0.82034 0.44953  -0.52
H -2.20325 -0.13568 -0.16232  0.22
H -1.37807 0.14542 1.37661  0.21
H -1.63343 1.46571 0.24011  0.21
H -0.16630 0.28665 -1.43032  0.22
H 1.55065 -1.55466 -0.74647  0.23
H -0.20778 -1.88285 -0.55071  0.20
H 0.89430 -1.64206 0.86016  0.22
H 0.70194 2.19232 0.07939  0.10

---

The following is a DFT calculation (wB97M-V/def2-TZVPD) of the molecule C4H8O.

Highest occupied orbital energy (Eh): -0.3686
Charge: 0
E (Eh): -232.41180
Gap between HOMO and LUMO (eV): 10.96
SMILES: OC1CCC1

Each line ends with the natural charge from an NBO analysis.
Cartesian coordinates (Å):
O -0.78054 1.32343 1.42579  -0.71
C -0.29670 0.71464 0.25953  0.11
C 1.06918 0.01189 0.25482  -0.43
C 0.45178 -0.96495 -0.77301  -0.40
C -0.94559 -0.58329 -0.22771  -0.42
H -0.73536 2.26484 1.24032  0.47
H -0.31607 1.43885 -0.56712  0.15
H 1.25799 -0.48337 1.21375  0.21
H 1.94306 0.60807 -0.02549  0.20
H 0.75050 -2.01359 -0.72508  0.21
H 0.58798 -0.59893 -1.79603  0.20
H -1.23569 -1.22257 0.61322  0.21
H -1.78683 -0.48970 -0.92079  0.20

---

The following is a DFT calculation (wB97M-V/def2-TZVPD) of the molecule C4H8O in a non-equilibrium geometry.

Highest occupied orbital energy (Eh): -0.3535
Charge: 0
E (Eh): -232.37353
Gap between HOMO and LUMO (eV): 10.68
SMILES: C[C@@H]1O[C@@H]1C

Each line ends with the natural charge from an NBO analysis.
Cartesian coordinates (Å):
C 0.73632 -1.64933 -0.57119  -0.63
C 0.55246 -0.16295 -0.64521  0.05
O 1.21861 0.36483 0.57609  -0.50
C -0.00285 0.91836 0.16637  0.08
C -1.28219 1.05721 0.91875  -0.63
H 1.81807 -1.73089 -0.75839  0.22
H 0.23187 -2.24672 -1.33409  0.21
H 0.55632 -2.01573 0.43819  0.22
H 0.76458 0.21429 -1.65842  0.17
H 0.24777 1.85754 -0.33375  0.16
H -1.67105 0.13603 1.35271  0.22
H -1.18162 1.83048 1.68604  0.22
H -1.98830 1.42686 0.16291  0.22

---

The following is a DFT calculation (wB97M-V/def2-TZVPD) of the molecule C4H8O in a non-equilibrium geometry.

Highest occupied orbital energy (Eh): -0.3587
Charge: 0
E (Eh): -232.39348
Gap between HOMO and LUMO (eV): 10.73
SMILES: CCCC=O

Each line ends with the natural charge from an NBO analysis.
Cartesian coordinates (Å):
C 1.84235 -1.10168 -1.05177  -0.60
C 1.02392 -0.56589 0.12392  -0.39
C -0.08659 0.39112 -0.23943  -0.54
C -1.17067 0.36128 0.76264  0.42
O -2.08075 1.17580 0.60614  -0.53
H 2.58568 -1.80224 -0.60012  0.21
H 2.31307 -0.45726 -1.67358  0.20
H 1.26751 -1.68119 -1.77768  0.20
H 1.68790 0.04909 0.90776  0.20
H 0.68429 -1.39343 0.65927  0.20
H -0.43762 0.32274 -1.25090  0.25
H 0.22485 1.50767 -0.33752  0.25
H -1.33375 -0.46080 1.65144  0.13

---

The following is a DFT calculation (wB97M-V/def2-TZVPD) of the molecule C4H8O in a non-equilibrium geometry.

Highest occupied orbital energy (Eh): -0.3411
Charge: 0
E (Eh): -232.38377
Gap between HOMO and LUMO (eV): 10.26
SMILES: C/C=C/CO

Each line ends with the natural charge from an NBO analysis.
Cartesian coordinates (Å):
C 2.10911 -0.23006 -0.06181  -0.63
C 0.60283 -0.48342 -0.08525  -0.22
C -0.24107 0.55918 -0.08509  -0.21
C -1.78853 0.47827 -0.03426  -0.09
O -2.21058 -0.81861 -0.18372  -0.70
H 2.50917 -0.68160 -0.90004  0.21
H 2.27395 0.85578 -0.29555  0.21
H 2.63082 -0.54104 0.99586  0.21
H 0.09764 -1.48062 -0.10952  0.21
H 0.17496 1.59177 -0.00158  0.19
H -2.06868 1.10829 -0.90781  0.19
H -2.05462 0.92724 1.03347  0.16
H -2.03501 -1.28518 0.63531  0.47

---

The following is a DFT calculation (wB97M-V/def2-TZVPD) of a structure of composition C4H8O in a non-equilibrium geometry.

Highest occupied orbital energy (Eh): -0.3513
Charge: 0
E (Eh): -232.34124
Gap between HOMO and LUMO (eV): 10.65

Each line ends with the natural charge from an NBO analysis.
Cartesian coordinates (Å):
C 1.37277 -0.06060 -0.40335  -0.61
C 0.16641 -0.03480 0.55047  -0.32
C -0.68455 1.00847 0.10089  -0.07
C -0.90866 -0.98176 0.09033  -0.06
H 2.13957 -0.84717 -0.08393  0.22
H 1.71310 0.98470 -0.57585  0.21
H 0.92874 -0.32903 -1.46939  0.22
H 0.44864 -0.04336 1.56772  0.21
H -0.38234 2.02413 -0.33990  0.19
H -1.30571 1.64485 0.91211  0.17
H -1.49761 -1.51875 0.94445  0.18
H -0.59749 -1.91446 -0.52174  0.17
O -1.39286 0.06779 -0.77181  -0.52

---

The following is a DFT calculation (wB97M-V/def2-TZVPD) of the molecule C4H8O in a non-equilibrium geometry.

Highest occupied orbital energy (Eh): -0.3559
Charge: 0
E (Eh): -232.41549
Gap between HOMO and LUMO (eV): 10.72
SMILES: CCCC=O

Each line ends with the natural charge from an NBO analysis.
Cartesian coordinates (Å):
C -1.51955 -0.93329 -0.05611  -0.62
C -1.25209 0.56376 0.18114  -0.40
C 0.09959 0.84868 -0.36422  -0.51
C 1.11372 0.08923 0.40661  0.43
O 1.94938 -0.54658 -0.17218  -0.52
H -1.23487 -1.12496 -1.08119  0.21
H -2.60179 -1.28903 0.06811  0.22
H -0.77083 -1.48460 0.57940  0.21
H -1.99273 1.22462 -0.37754  0.21
H -1.31605 0.96525 1.27061  0.20
H 0.38959 1.89555 -0.10418  0.23
H 0.20397 0.69142 -1.44787  0.23
H 1.07761 0.08409 1.46560  0.12

---

Calculated energy above the lowest of the compared OMol25 structures with the same formula, charge and spin (kcal per mole), listed in the same order as above: 27.84 40.55 12.74 21.23 45.24 32.73 38.82 65.51 18.92